ORCA calculation (the ωB97M-V functional and the def2-TZVPD basis) on an isolated ion of composition CH3F3P and charge +1 at a distorted geometry.

Cartesian coordinates (Å):
C  -0.0824  -0.1299  -0.0794
F  -2.3727  -1.8148  -0.9077
F  -0.2233  -2.7154  -1.6653
F  -1.4285  -0.8803  -2.6861
P  -0.9473  -1.4008  -1.3645
H  0.1117  0.7130  -0.6568
H  0.8920  -0.4620  0.4908
H  -0.8950  -0.1374  0.6326

Computed properties:
- total energy (hartree) = -680.3516
- 2S+1 = 3
- M (g/mol) = 103.00
- ΔE to the lowest compared entry with this formula, charge and spin (kcal/mol) = 8.48
- charge = +1
- orbital gap (alpha / beta) (eV) = 7.5 / 7.8
- E_HOMO (alpha / beta) (eV) = -12.25 / -20.25